A cluster of 20 separate species, C20H80O20 in total at a distorted geometry. Source: the OMol25 dataset; level of theory: the ωB97M-V functional and the def2-TZVPD basis.

Geometry as XYZ:
```
120
Properties=species:S:1:pos:R:3:forces:R:3
C 4.292 3.565 -3.496 0.354 -2.396 0.481
O 3.106 3.120 -4.197 0.250 1.392 0.475
H 5.164 3.090 -3.997 -0.270 0.575 0.188
H 4.465 4.633 -3.397 -0.647 0.125 -0.470
H 4.304 3.129 -2.461 -0.129 0.495 -0.644
H 2.895 2.210 -3.907 0.333 -0.103 -0.125
C -4.113 -4.599 0.573 1.458 -1.995 -0.773
O -2.840 -5.102 1.012 -0.100 0.624 -0.222
H -4.105 -4.513 -0.519 0.251 0.439 0.186
H -4.805 -5.386 0.752 -1.179 -0.466 0.392
H -4.393 -3.714 1.056 -0.442 1.461 0.594
H -2.712 -4.886 1.954 0.044 -0.024 -0.111
C 0.982 3.163 -1.255 1.112 -1.722 0.552
O 0.636 3.184 -2.612 -0.908 0.139 -0.613
H 1.762 3.873 -0.960 -0.082 -0.065 -0.196
H 0.098 3.359 -0.689 -0.573 0.352 0.334
H 1.270 2.117 -0.933 0.095 1.144 -0.348
H 1.358 3.250 -3.247 0.620 0.195 0.219
C -2.453 -5.663 4.629 0.600 -0.805 0.746
O -2.156 -4.643 3.752 0.703 0.899 -1.346
H -3.503 -5.634 4.797 -1.116 -0.706 0.269
H -2.095 -6.624 4.206 -0.478 0.503 0.174
H -1.981 -5.553 5.615 0.167 0.099 -0.142
H -2.080 -3.775 4.184 0.180 0.004 0.266
C 0.534 2.069 2.923 1.233 -1.832 -0.323
O 1.131 2.390 1.653 -1.147 0.335 0.860
H 1.006 2.667 3.693 -0.260 0.190 0.399
H -0.492 2.237 2.755 -1.227 0.577 0.374
H 0.584 0.952 3.261 0.393 1.643 -0.853
H 1.974 1.970 1.569 0.831 -0.632 -0.187
C -2.380 -1.172 4.121 0.952 1.210 0.360
O -1.657 -2.163 4.820 -0.717 -1.282 -0.358
H -1.654 -0.555 3.566 -0.298 0.365 0.348
H -2.940 -1.632 3.320 -0.543 -0.422 0.170
H -3.019 -0.539 4.792 0.455 -0.573 -0.692
H -1.088 -1.901 5.561 -0.064 0.762 -0.064
C 4.340 0.561 4.008 1.180 -1.454 0.324
O 3.415 -0.167 3.267 -1.542 -0.571 -1.652
H 5.232 -0.061 4.131 0.293 -0.096 -0.080
H 4.719 1.448 3.556 -0.263 1.105 -0.260
H 4.012 0.664 5.041 -0.476 0.621 -0.142
H 3.233 0.050 2.289 0.738 0.273 1.685
C 3.880 0.714 -0.247 0.540 -0.067 1.128
O 2.757 0.545 0.631 0.346 -0.572 -0.284
H 4.554 1.470 0.163 -0.536 0.467 0.146
H 4.555 -0.141 -0.199 -0.385 -0.557 -0.565
H 3.596 1.020 -1.241 -0.192 -0.214 -0.376
H 2.070 -0.095 0.268 0.660 0.746 0.087
C 0.385 -2.816 7.408 0.009 1.585 1.311
O 0.111 -1.548 6.740 -0.338 -1.014 0.807
H -0.493 -3.035 8.035 0.286 -0.088 -0.543
H 0.624 -3.581 6.714 -0.096 -0.842 -0.743
H 1.242 -2.708 8.100 -0.328 0.063 -0.312
H 0.899 -1.299 6.273 0.619 0.274 -0.414
C -0.086 4.048 -6.520 -0.349 -0.948 1.500
O -1.113 3.042 -6.220 0.830 0.277 -0.592
H -0.311 4.873 -5.823 0.366 -0.332 -0.342
H 0.921 3.594 -6.295 -0.828 0.785 -0.405
H -0.204 4.398 -7.536 0.260 0.057 -0.309
H -0.912 2.308 -6.818 -0.275 0.124 0.239
C -2.892 3.568 -2.838 -0.184 0.429 1.730
O -1.773 4.397 -2.621 1.347 0.038 -0.308
H -2.897 2.743 -2.059 -0.451 0.835 -0.702
H -3.719 4.325 -2.694 0.276 -1.537 -0.349
H -2.847 3.112 -3.802 -0.304 -0.150 -0.865
H -0.898 3.932 -2.666 -0.636 0.076 -0.260
C -3.478 2.867 1.024 -0.220 -0.730 -0.093
O -2.573 2.777 2.121 0.063 1.214 0.475
H -4.403 2.304 1.197 0.147 0.049 0.483
H -3.748 3.863 0.727 0.113 0.523 0.059
H -3.020 2.381 0.173 0.285 -0.041 -0.439
H -2.265 3.683 2.369 -0.507 -1.145 -0.468
C 3.681 -0.289 -3.863 1.419 0.402 1.282
O 2.637 0.617 -3.519 -0.912 -1.366 0.106
H 3.450 -1.346 -3.596 0.047 0.753 -0.092
H 3.896 -0.226 -4.930 0.197 -0.031 0.031
H 4.578 0.064 -3.232 -1.004 -0.837 -1.217
H 1.810 0.060 -3.494 0.356 0.843 0.021
C -1.471 -3.877 -1.957 0.601 -1.429 0.606
O -0.479 -2.842 -2.061 -0.982 -0.684 -1.194
H -0.969 -4.844 -2.267 -0.890 1.084 -0.115
H -1.858 -4.094 -0.954 0.750 0.410 0.312
H -2.409 -3.657 -2.465 0.391 0.147 -0.865
H -0.313 -2.421 -1.235 0.137 0.483 1.147
C 1.465 -3.090 3.277 -0.094 -0.775 -0.528
O 2.728 -3.140 2.557 -1.304 -0.220 0.255
H 1.656 -2.884 4.318 0.143 -0.035 0.617
H 0.760 -2.282 2.958 0.559 -0.702 -0.276
H 0.960 -4.117 3.225 0.729 1.573 -0.208
H 3.237 -2.360 2.795 -0.075 0.338 0.148
C 2.501 -4.032 -1.085 0.612 0.909 0.344
O 2.716 -4.880 -2.168 -1.132 0.413 -1.687
H 1.495 -3.982 -0.678 -0.227 -0.757 0.048
H 3.236 -4.314 -0.345 -0.100 0.515 0.782
H 2.662 -2.998 -1.420 0.352 -0.087 0.069
H 3.192 -5.643 -1.906 0.512 -0.965 0.490
C -0.462 0.197 -0.076 -1.713 -0.455 0.442
O 0.624 -0.642 -0.477 0.004 0.179 -0.124
H -1.419 -0.382 0.111 1.181 0.243 -0.211
H -0.262 0.781 0.819 0.406 -0.198 -0.023
H -0.693 0.896 -0.862 -0.095 0.325 -0.373
H 0.778 -0.406 -1.411 -0.122 -0.368 0.113
C -3.823 -0.651 -1.686 0.699 -0.498 0.634
O -4.103 -0.583 -3.058 -0.387 0.617 -0.209
H -3.533 0.272 -1.217 0.350 0.998 -0.227
H -4.668 -0.949 -1.064 -0.105 -0.716 -0.191
H -2.940 -1.295 -1.594 -0.510 -0.216 0.250
H -4.690 0.174 -3.175 0.019 -0.168 -0.289
C -1.433 5.583 0.436 -0.339 0.761 0.868
O -2.556 5.500 -0.448 0.685 0.458 1.382
H -0.910 4.643 0.563 -0.125 -0.531 0.141
H -0.655 6.271 0.107 -0.024 0.301 -0.451
H -1.682 5.983 1.476 -0.316 -0.629 -1.347
H -2.205 5.108 -1.276 0.068 0.148 -0.034
C -0.497 0.310 -4.303 -1.081 -1.141 1.012
O 0.231 -0.509 -3.308 -0.356 1.756 -1.207
H -1.594 0.145 -4.149 0.824 0.207 -0.097
H -0.279 1.344 -4.184 0.345 0.682 0.343
H -0.243 -0.004 -5.299 0.253 -0.197 -0.460
H -0.152 -1.371 -3.433 -0.046 -1.232 0.590
```
Positions in Å, forces in eV/Å.

Results
molecular weight = 640.8 g/mol
max |F| = 2.59 eV Å⁻¹
gap between HOMO and LUMO = 10.0 eV
E = -2314.4223 hartree